Record 1
Formula: C3H8N2O2
Source: the OMol25 dataset
Level of theory: the ωB97M-V functional and the def2-TZVPD basis

XYZ file:
```
15
Properties=species:S:1:pos:R:3:mulliken_charge:R:1
C 0.35333 0.09858 -0.01246 0.9037
C 1.33497 0.72715 0.95561 -1.6074
N -0.88348 -0.23849 0.63188 -0.1185
N 0.88371 -1.01048 -0.69897 -0.6963
C -2.00236 -0.66626 -0.01586 -0.0298
O 0.04879 1.08865 -1.23564 -0.6225
O -2.10590 -0.82686 -1.20361 -0.5379
H -0.79095 0.95187 -1.70225 0.3601
H -0.93450 -0.09079 1.62622 0.2543
H 1.84738 -0.84963 -0.96175 0.2559
H 0.36488 -1.01652 -1.60026 0.3104
H -2.85096 -0.81049 0.68082 0.3605
H 2.10569 1.24093 0.38076 0.3753
H 1.80020 -0.05157 1.56283 0.3872
H 0.82919 1.45389 1.59270 0.4049
```

For the relative energy (zero: lowest compared OMol25 entry of this formula, charge and spin), the calculation gives 111.69 kJ/mol. Its spin multiplicity is 1. The net charge is 0. The highest occupied orbital energy comes out at -9.429 eV.

---

Record 2
Formula: C8H14N4S
Source: the OMol25 dataset
Level of theory: the ωB97M-V functional and the def2-TZVPD basis

XYZ file:
```
27
Properties=species:S:1:pos:R:3:mulliken_charge:R:1
C -3.60701 0.77306 0.21418 -0.3838
C -3.72791 -0.37429 0.87158 -0.3145
C -1.56185 0.13237 -0.78477 -0.0515
C -2.64873 1.12421 -0.93693 -0.5487
C -2.80934 -1.48848 0.65606 -0.4376
C -1.79439 -1.26168 -0.46928 -0.5433
C 3.35487 1.81305 0.64620 -0.8445
C 3.24979 0.77619 -0.44584 -0.7443
N 4.41179 -1.52882 0.27096 -0.6250
N 3.14576 -1.62291 0.08396 -0.2668
N 2.51496 -0.49487 -0.16976 0.9297
N 1.24362 -0.46758 0.12741 -0.5737
S 0.16169 0.63664 -0.64095 -0.0447
H -4.21800 1.66675 0.41940 0.3242
H -4.67887 -0.53408 1.48548 0.2930
H -3.23437 0.76875 -1.80212 0.2312
H -2.56017 2.23488 -0.94406 0.4293
H -2.50954 -1.67649 1.79499 0.2577
H -3.32186 -2.34032 0.39541 0.3611
H -2.39973 -1.59626 -1.41088 0.2075
H -0.92186 -1.89803 -0.28115 0.4116
H 4.22845 2.41666 0.48744 0.3319
H 2.45256 2.48094 0.67705 0.2498
H 3.46460 1.20064 1.61012 0.2543
H 2.77150 1.21039 -1.41632 0.3498
H 4.18431 0.56627 -0.91563 0.4949
H 4.80972 -2.51699 0.47744 0.2524
```

For the relative energy (zero: lowest compared OMol25 entry of this formula, charge and spin), the calculation gives 667.42 kJ/mol. Its spin multiplicity is 1. The net charge is 0. The highest occupied orbital energy (alpha / beta) comes out at -6.958 / -7.389 eV.

---

Record 3
Formula: C4H7NO2
Source: the OMol25 dataset
Level of theory: the ωB97M-V functional and the def2-TZVPD basis

XYZ file:
```
14
Properties=species:S:1:pos:R:3:mulliken_charge:R:1
O -1.27697 1.78000 -0.38726 -0.5000
C -0.73116 0.63677 -0.98995 -0.7714
C 0.21357 -0.07343 -0.02576 1.2617
C 1.34070 0.61316 0.39268 -0.6552
N -0.49760 -0.35635 1.21338 -0.8904
C 0.20967 -1.73511 -0.39067 -0.1468
O 1.00475 -2.56278 -0.62439 -0.3879
H -1.53479 1.49483 0.50586 0.3357
H -1.51532 -0.07483 -1.29303 0.3429
H -0.19193 0.95557 -1.88740 0.3603
H 1.64381 1.56196 -0.04777 0.2581
H 1.97322 0.20890 1.17864 0.2584
H 0.13533 -0.78254 1.89627 0.2736
H -0.77330 -1.66614 0.45940 0.2608
```

For the relative energy (zero: lowest compared OMol25 entry of this formula, charge and spin), the calculation gives 583.90 kJ/mol. Its spin multiplicity is 1. The net charge is 0. The highest occupied orbital energy (alpha / beta) comes out at -9.481 / -9.481 eV.

---

Record 4
Formula: C5H13NO
Source: the OMol25 dataset
Level of theory: the ωB97M-V functional and the def2-TZVPD basis

XYZ file:
```
20
Properties=species:S:1:pos:R:3:mulliken_charge:R:1
C 1.10963 1.90217 0.03468 -0.2136
O 1.68400 0.69207 0.44216 -0.6276
C -0.12955 2.28573 0.83698 -1.0031
H 0.82790 1.85170 -1.02743 0.1979
H 1.85801 2.68726 0.15384 0.3298
H -0.95638 1.59741 0.65952 0.2361
H -0.48521 3.27529 0.53554 0.3681
H 0.10251 2.32217 1.89991 0.2729
C 0.45748 -1.68183 -1.35224 -1.1431
C -0.59135 -1.45538 -0.30610 0.7808
C -1.89309 -1.55849 -0.51281 -1.0231
N -0.06196 -1.08062 0.96370 -0.5389
H 0.06176 -2.24545 -2.18828 0.4052
H 0.82174 -0.71825 -1.71166 0.2034
H 1.32982 -2.19316 -0.93353 0.2848
H -2.58505 -1.35536 0.29319 0.2537
H -2.28834 -1.84455 -1.47647 0.2809
H 0.97474 0.00487 0.67967 0.4050
H 0.50569 -1.79749 1.40473 0.2708
H -0.74236 -0.68811 1.60459 0.2599
```

For the relative energy (zero: lowest compared OMol25 entry of this formula, charge and spin), the calculation gives 136.39 kJ/mol. Its spin multiplicity is 1. The net charge is 0. The highest occupied orbital energy comes out at -9.014 eV.

---

Record 5
Formula: C21H47BeN5O20S3
Source: the OMol25 dataset
Level of theory: the ωB97M-V functional and the def2-TZVPD basis

XYZ file:
```
97
Properties=species:S:1:pos:R:3:mulliken_spin:R:1
Be -1.23612 1.15172 -0.44473 0.4898
O 1.01247 0.16660 -1.31422 0.0264
C 1.13271 -1.11802 -0.65246 -0.0028
C 0.59299 -1.19366 0.80913 -0.0218
O -0.74372 -0.84860 1.04467 0.3289
H 2.18529 -1.38424 -0.55592 0.0033
H 0.53302 -1.92266 -1.07794 0.0216
H 1.15724 -0.52633 1.46059 0.0125
H 0.77848 -2.17026 1.25628 -0.0022
C 1.76865 -3.49606 -3.74148 -0.0001
N 0.42384 -4.00850 -3.41317 -0.0001
O 0.37191 -5.09968 -2.85725 0.0009
O -0.55482 -3.29336 -3.73889 0.0005
H 2.52959 -4.26137 -3.89433 -0.0001
H 2.22941 -2.93561 -2.92803 0.0002
H 1.68972 -2.96821 -4.69187 0.0001
C -1.67532 -3.87827 0.25428 -0.0108
C -1.84458 -3.98440 1.77055 0.0121
O -3.22096 -3.60152 1.91884 0.0023
S -4.09560 -4.42761 0.74202 0.0007
O -4.94458 -3.44800 0.11779 -0.0003
O -4.63453 -5.69260 1.22192 -0.0001
O -2.81591 -4.61377 -0.29832 -0.0007
H -0.76129 -4.35911 -0.09419 0.0006
H -1.61563 -2.86440 -0.14146 0.0038
H -1.28642 -3.31322 2.42331 -0.0034
H -1.84152 -5.03444 2.06293 0.0001
C 5.44226 -0.90635 1.72473 0.0000
C 5.20127 -1.38606 0.27651 -0.0020
O 5.95837 -0.50317 -0.47593 -0.0001
S 7.40322 -0.27203 0.24353 0.0006
O 8.10675 0.98081 -0.12463 -0.0001
O 8.13072 -1.54895 0.21732 -0.0001
O 6.55553 -0.05445 1.66407 -0.0001
H 5.95650 -1.72457 2.22887 -0.0003
H 4.61268 -0.41368 2.23187 -0.0002
H 4.15727 -1.25999 -0.01032 0.0057
H 5.58387 -2.39490 0.12175 0.0002
C -0.75990 -0.24777 4.82536 -0.0011
C 0.37715 -1.39447 4.70160 0.0040
O 0.42192 -2.01401 5.97072 0.0002
S -0.83529 -1.56969 7.02922 -0.0001
O -0.43980 -0.42641 7.89296 0.0001
O -1.60111 -2.73856 7.48708 0.0000
O -1.58835 -0.82438 5.65843 0.0013
H -1.21118 -0.01854 3.86001 0.0093
H -0.27080 0.67456 5.13870 0.0006
H 1.39752 -1.02607 4.59562 -0.0010
H 0.13089 -2.09576 3.90432 -0.0020
C -1.24815 0.15642 -3.62807 0.0188
O -2.04463 0.44568 -2.71531 0.0216
N -1.55404 0.16852 -4.91791 -0.0124
C -0.63277 -0.44095 -5.84321 -0.0009
C -2.73707 0.70687 -5.55524 0.0072
H -0.30154 -0.36821 -3.42586 0.0127
H -0.40213 0.17530 -6.71219 -0.0002
H -0.88630 -1.40006 -6.29480 -0.0005
H 0.35067 -0.64634 -5.42042 0.0005
H -2.49816 1.20269 -6.49608 0.0010
H -3.33435 -0.14862 -5.87066 0.0001
H -3.39995 1.20543 -4.84804 0.0010
C 0.97541 2.67540 1.96129 0.0602
O -0.07711 2.47110 1.31793 -0.0378
N 1.70103 3.86746 1.88522 -0.0044
C 2.77054 4.15140 2.87155 0.0000
C 1.20157 4.99809 1.08427 0.0111
H 1.36549 2.00461 2.74236 0.0026
H 3.72531 3.80207 2.47851 0.0000
H 2.62018 3.70279 3.85351 0.0001
H 2.91362 5.21613 3.05592 0.0001
H 1.96531 5.53170 0.51853 0.0003
H 0.38360 4.71749 0.42072 0.0095
H 0.82149 5.59682 1.91202 -0.0045
C 0.88112 3.41341 -2.43193 0.0439
O -0.03978 3.18114 -1.65826 0.0258
N 1.11495 4.63297 -3.05050 -0.0067
C 2.13029 4.76648 -4.09560 -0.0004
C 0.46709 5.92835 -2.86266 0.0085
H 1.67636 2.70432 -2.70941 0.0027
H 2.94393 5.42942 -3.80133 -0.0001
H 1.73654 4.95186 -5.09495 0.0003
H 2.75043 3.87784 -3.97790 -0.0005
H 1.17774 6.45951 -2.22946 -0.0003
H 0.39928 6.60706 -3.71287 0.0010
H -0.51998 5.82234 -2.41260 0.0006
C -3.84383 -0.24791 1.53378 0.0273
O -3.46651 0.64396 0.76076 -0.0430
N -5.19220 -0.54487 1.75899 -0.0139
C -5.56341 -1.62671 2.64652 -0.0018
C -6.27818 0.14798 1.09020 0.0035
H -3.25503 -0.93074 2.16566 -0.0140
H -6.29913 -2.28725 2.18772 0.0002
H -6.10335 -1.27531 3.52577 0.0002
H -4.65844 -2.15664 2.94367 0.0004
H -5.90687 1.01752 0.54787 0.0031
H -6.64233 -0.57941 0.36467 0.0002
H -7.05055 0.56318 1.73762 0.0007
```

Its spin multiplicity is 2. The net charge is -1. The highest occupied orbital energy (alpha / beta) comes out at -1.438 / -3.636 eV. As for the expectation value of S²: 0.751.

---

| no. | E (eV) |
| --- | --- |
| 1 | -10315.795 |
| 2 | -25311.282 |
| 3 | -9841.228 |
| 4 | -8932.597 |
| 5 | -103833.926 |